{
  "formula": "C50H127BeN5O20",
  "method": "ωB97M-V/def2-TZVPD",
  "gap_ev": 6.9,
  "total_energy_ha": -3774.1603,
  "lumo_ev": -0.925,
  "species": ["Be", "C", "O", "O", "O", "C", "C", "O", "H", "H", "H", "H", "H", "H", "C", "C", "O", "H", "H", "H", "H", "H", "H", "C", "C", "O", "H", "H", "H", "H", "H", "H", "C", "C", "O", "H", "H", "H", "H", "H", "H", "C", "C", "O", "H", "H", "H", "H", "H", "H", "C", "C", "O", "H", "H", "H", "H", "H", "H", "C", "C", "O", "H", "H", "H", "H", "H", "H", "C", "C", "O", "H", "H", "H", "H", "H", "H", "C", "C", "C", "C", "C", "C", "N", "O", "C", "C", "C", "H", "H", "H", "H", "H", "H", "H", "H", "H", "H", "H", "H", "H", "H", "H", "H", "H", "H", "H", "C", "O", "C", "C", "N", "C", "C", "O", "C", "H", "H", "H", "H", "H", "H", "H", "H", "H", "H", "H", "H", "H", "H", "H", "C", "O", "C", "C", "N", "C", "C", "O", "C", "H", "H", "H", "H", "H", "H", "H", "H", "H", "H", "H", "H", "H", "H", "H", "C", "O", "C", "C", "N", "C", "C", "O", "C", "H", "H", "H", "H", "H", "H", "H", "H", "H", "H", "H", "H", "H", "H", "H", "C", "O", "C", "C", "N", "C", "C", "O", "C", "H", "H", "H", "H", "H", "H", "H", "H", "H", "H", "H", "H", "H", "H", "H"],
  "coordinates": [[-2.858, -1.167, -2.020], [-0.254, 0.131, -1.691], [-1.130, 0.877, -2.117], [0.892, 0.285, -2.045], [-0.603, -0.864, -1.072], [2.410, -2.966, -1.986], [2.330, -2.552, -3.465], [1.046, -1.996, -3.672], [1.704, -3.716, -1.628], [2.394, -2.087, -1.341], [3.392, -3.388, -1.771], [2.367, -3.482, -4.033], [3.135, -1.845, -3.666], [0.943, -1.268, -3.055], [2.023, -7.104, 0.944], [1.787, -5.602, 1.100], [0.340, -5.297, 1.068], [1.438, -7.432, 0.086], [1.519, -7.657, 1.737], [3.082, -7.362, 0.967], [2.256, -5.080, 0.266], [2.386, -5.180, 1.908], [0.331, -4.354, 1.250], [3.525, 1.361, -5.786], [3.110, 1.020, -4.358], [2.275, 2.034, -3.744], [2.938, 2.188, -6.186], [3.429, 0.547, -6.504], [4.555, 1.683, -5.940], [3.979, 0.828, -3.729], [2.509, 0.112, -4.304], [1.701, 1.526, -3.166], [3.122, 2.608, -0.730], [3.503, 1.449, 0.170], [3.392, 0.223, -0.527], [3.797, 2.939, -1.520], [2.953, 3.527, -0.170], [2.139, 2.444, -1.172], [2.854, 1.412, 1.045], [4.555, 1.563, 0.432], [2.550, 0.155, -0.982], [-1.061, 4.542, -5.636], [-0.576, 3.286, -4.937], [-1.597, 2.593, -4.181], [-1.413, 5.356, -5.002], [-1.804, 4.177, -6.345], [-0.230, 4.909, -6.238], [0.104, 3.647, -4.166], [0.027, 2.642, -5.577], [-1.162, 1.969, -3.596], [-0.345, 4.456, -0.913], [-1.780, 4.252, -1.446], [-2.322, 3.046, -0.936], [0.074, 5.315, -1.436], [0.260, 3.567, -1.096], [-0.214, 4.653, 0.151], [-1.736, 4.320, -2.533], [-2.390, 5.133, -1.246], [-1.814, 2.310, -1.286], [1.317, -1.476, 2.898], [1.576, -1.418, 1.474], [0.842, -2.345, 0.681], [1.925, -0.690, 3.347], [1.556, -2.407, 3.413], [0.254, -1.327, 3.085], [2.650, -1.506, 1.314], [1.226, -0.488, 1.027], [0.399, -1.839, -0.004], [-5.140, 2.835, -4.294], [-5.016, 2.295, -2.898], [-4.047, 1.258, -2.848], [-5.900, 3.616, -4.306], [-5.642, 2.018, -4.814], [-4.173, 3.117, -4.710], [-5.984, 1.970, -2.517], [-4.734, 3.164, -2.304], [-3.163, 1.628, -2.917], [0.144, -0.481, 6.023], [-1.326, -0.144, 6.259], [-1.269, 0.704, 7.571], [-2.631, 1.477, 7.849], [-3.143, 2.227, 6.570], [-3.150, 1.398, 5.247], [-1.916, 0.605, 5.127], [-1.673, 0.092, 3.891], [-4.356, 0.531, 5.213], [-3.284, 2.463, 4.173], [-2.063, -1.477, 6.536], [0.746, 0.334, 5.622], [0.150, -1.320, 5.329], [0.666, -0.938, 6.864], [-1.126, 0.031, 8.416], [-0.335, 1.252, 7.692], [-2.447, 2.217, 8.627], [-3.367, 0.737, 8.162], [-2.462, 3.067, 6.432], [-4.174, 2.517, 6.776], [-4.454, -0.142, 4.360], [-4.408, -0.194, 6.025], [-5.304, 1.070, 5.233], [-2.314, 2.837, 3.844], [-3.749, 2.054, 3.276], [-3.810, 3.378, 4.445], [-3.018, -1.340, 7.042], [-1.480, -2.212, 7.090], [-2.207, -1.941, 5.560], [-0.953, 0.635, 3.563], [3.925, 5.667, 6.723], [2.949, 4.674, 6.303], [1.590, 5.086, 6.704], [0.711, 3.872, 6.607], [0.084, 3.601, 5.275], [1.148, 3.437, 4.297], [0.616, 3.144, 2.892], [0.189, 1.823, 2.775], [-0.303, 1.602, 1.430], [4.897, 5.294, 6.399], [3.884, 5.832, 7.800], [3.653, 6.640, 6.315], [1.261, 5.900, 6.058], [1.573, 5.454, 7.730], [-0.052, 3.962, 7.381], [1.228, 2.951, 6.876], [-0.273, 2.656, 5.266], [1.834, 2.634, 4.566], [1.704, 4.362, 4.137], [1.396, 3.312, 2.150], [-0.143, 3.892, 2.663], [-1.010, 2.381, 1.144], [-0.686, 0.587, 1.319], [0.549, 1.699, 0.758], [6.627, 3.140, -2.170], [7.714, 2.731, -1.384], [8.307, 1.517, -1.776], [7.484, 0.138, -1.674], [6.527, -0.125, -2.745], [5.712, -1.392, -2.688], [6.480, -2.679, -2.369], [6.776, -2.668, -0.962], [5.679, -2.739, -0.007], [6.818, 3.376, -3.217], [6.184, 4.008, -1.683], [5.892, 2.339, -2.253], [9.200, 1.312, -1.187], [8.626, 1.670, -2.807], [6.913, 0.221, -0.749], [8.229, -0.629, -1.465], [5.865, 0.638, -2.721], [5.296, -1.589, -3.676], [4.897, -1.167, -2.000], [7.388, -2.676, -2.972], [5.931, -3.592, -2.599], [6.148, -3.031, 0.933], [5.001, -3.519, -0.354], [5.194, -1.773, 0.137], [-1.076, -7.260, -4.476], [-1.578, -5.970, -4.103], [-0.679, -5.298, -3.212], [-1.236, -3.855, -2.870], [-2.447, -3.861, -2.010], [-2.136, -4.201, -0.607], [-3.313, -3.666, 0.302], [-3.265, -2.260, 0.385], [-2.658, -1.803, 1.554], [-1.268, -8.119, -3.834], [0.008, -7.207, -4.583], [-1.536, -7.396, -5.455], [0.181, -5.117, -3.857], [-0.409, -5.952, -2.383], [-1.435, -3.351, -3.815], [-0.354, -3.396, -2.422], [-3.046, -4.627, -2.286], [-1.224, -3.638, -0.407], [-1.871, -5.235, -0.387], [-3.171, -4.164, 1.262], [-4.266, -3.880, -0.182], [-1.656, -2.231, 1.586], [-3.356, -1.978, 2.373], [-2.676, -0.714, 1.609], [-2.032, -0.501, -5.447], [-2.951, -0.965, -4.423], [-4.072, -1.578, -5.025], [-5.342, -1.614, -4.063], [-4.931, -2.277, -2.813], [-6.153, -2.217, -2.015], [-6.300, -0.851, -1.279], [-5.053, -0.701, -0.552], [-5.156, 0.382, 0.393], [-1.097, -0.411, -4.894], [-2.309, 0.490, -5.808], [-1.825, -1.202, -6.256], [-3.769, -2.558, -5.393], [-4.419, -1.137, -5.960], [-6.219, -1.995, -4.587], [-5.637, -0.595, -3.813], [-4.765, -3.247, -3.040], [-6.146, -3.133, -1.423], [-7.065, -2.242, -2.611], [-7.244, -0.767, -0.741], [-6.345, -0.067, -2.036], [-4.195, 0.423, 0.905], [-5.988, 0.111, 1.043], [-5.206, 1.328, -0.145]],
  "lowdin_charge": [1.005, -1.029, -0.032, 0.002, 0.006, -0.061, -0.265, -0.102, 0.063, 0.062, 0.049, 0.110, 0.077, 0.026, -0.087, -0.284, -0.101, 0.066, 0.067, 0.076, 0.084, 0.106, 0.029, -0.069, -0.265, -0.102, 0.066, 0.066, 0.063, 0.085, 0.087, 0.015, -0.079, -0.277, -0.106, 0.059, 0.071, 0.040, 0.093, 0.113, 0.033, -0.080, -0.295, -0.120, 0.072, 0.069, 0.074, 0.098, 0.109, 0.026, -0.066, -0.292, -0.089, 0.075, 0.053, 0.058, 0.082, 0.108, 0.015, -0.086, -0.318, -0.102, 0.091, 0.085, 0.059, 0.111, 0.089, 0.013, -0.069, -0.319, -0.098, 0.079, 0.067, 0.074, 0.102, 0.110, 0.032, -0.044, -0.476, -0.119, -0.136, -0.118, -0.509, -0.112, -0.014, -0.049, -0.027, -0.029, 0.083, 0.062, 0.094, 0.108, 0.090, 0.098, 0.094, 0.101, 0.115, 0.079, 0.067, 0.090, 0.071, 0.075, 0.091, 0.065, 0.082, 0.082, 0.048, -0.093, -0.220, -0.194, -0.202, -0.025, -0.209, -0.233, -0.210, -0.046, 0.088, 0.076, 0.079, 0.125, 0.114, 0.107, 0.110, 0.065, 0.124, 0.118, 0.115, 0.122, 0.086, 0.081, 0.078, -0.115, -0.179, -0.194, -0.183, -0.046, -0.197, -0.185, -0.232, -0.064, 0.091, 0.095, 0.051, 0.111, 0.112, 0.108, 0.107, 0.044, 0.100, 0.083, 0.122, 0.111, 0.086, 0.068, 0.069, -0.104, -0.209, -0.183, -0.158, -0.045, -0.165, -0.163, -0.243, -0.090, 0.083, 0.081, 0.088, 0.114, 0.123, 0.107, 0.084, 0.105, 0.096, 0.115, 0.128, 0.109, 0.094, 0.101, 0.063, -0.037, -0.225, -0.191, -0.160, -0.036, -0.178, -0.159, -0.247, -0.040, 0.089, 0.096, 0.101, 0.121, 0.123, 0.125, 0.098, 0.107, 0.119, 0.115, 0.131, 0.089, 0.077, 0.101, 0.090]
}